No. 1
{
  "formula": "C7H8O",
  "method": "wB97M-V/def2-TZVPD",
  "fmax_ev_per_a": 8.3,
  "homo_ev": -8.61,
  "orbital_gap_ev": 9.60,
  "relative_energy_kj_mol": 308.7,
  "elements": ["C", "O", "C", "C", "C", "C", "C", "C", "H", "H", "H", "H", "H", "H", "H", "H"],
  "positions_angstrom": [[-0.97782, -1.41306, 2.16024], [-0.34050, -1.61961, 0.89955], [-0.04831, -0.50454, 0.18571], [0.85984, -0.70634, -0.87526], [1.12634, 0.43197, -1.67802], [0.59786, 1.67977, -1.44871], [-0.29823, 1.88134, -0.35711], [-0.68984, 0.68315, 0.42394], [-0.86672, -2.28273, 2.54892], [-0.19405, -0.74148, 2.81351], [-2.01612, -1.11720, 2.10426], [1.41674, -1.76682, -1.19936], [2.13656, 0.26558, -2.49211], [0.85736, 2.42376, -2.17886], [-0.67724, 2.91097, -0.32085], [-1.35150, 0.95107, 1.06324]],
  "forces_ev_per_angstrom": [[2.9, 5.6, -1.2], [-0.4, 0.1, 0.2], [0.0, -1.5, -0.7], [1.3, -0.3, -1.7], [3.9, -2.8, -1.3], [-1.1, 0.1, 1.1], [0.9, -2.4, -1.7], [5.1, 3.3, -5.7], [0.0, -5.8, 2.9], [-2.5, -0.9, -1.4], [0.0, 0.5, 0.0], [-1.9, 3.0, 1.5], [-3.6, 0.7, 2.2], [0.0, 0.7, 0.2], [-0.3, -0.8, 0.8], [-4.3, 0.5, 4.7]]
}

***

No. 2
{
  "formula": "C7H8O",
  "method": "wB97M-V/def2-TZVPD",
  "fmax_ev_per_a": 7.3,
  "homo_ev": -8.28,
  "orbital_gap_ev": 8.96,
  "relative_energy_kj_mol": 674.1,
  "elements": ["O", "C", "C", "C", "C", "C", "C", "C", "H", "H", "H", "H", "H", "H", "H", "H"],
  "positions_angstrom": [[-1.88512, -0.58172, 1.77308], [-0.71523, 0.21933, 1.59568], [0.43470, -0.18382, 0.55711], [0.94312, -1.32745, -0.16657], [0.82942, -0.91996, -1.47698], [0.51265, 0.45675, -1.75203], [-0.21043, 1.42584, -1.02238], [-0.64477, 0.70715, 0.21401], [-2.13000, -0.85808, 2.83461], [-0.56483, 0.77656, 2.52013], [1.31972, 0.34391, 0.70857], [1.28368, -2.37460, 0.31300], [1.39148, -1.46267, -2.25808], [1.23591, 1.17963, -2.43809], [-0.41168, 2.50652, -1.24831], [-1.38863, 0.09262, -0.15377]],
  "forces_ev_per_angstrom": [[-0.8, -1.3, 3.8], [0.5, -0.1, 1.5], [-1.0, -1.4, 5.1], [-1.8, -2.0, -1.4], [2.4, -1.7, 0.6], [1.0, 7.0, -1.7], [1.4, -1.1, -0.1], [-0.4, -0.1, -1.8], [1.7, 1.5, -4.6], [0.7, 0.2, -0.4], [1.4, 1.7, 1.2], [-0.6, 2.7, -1.5], [-0.8, 0.2, 0.2], [-1.9, -2.8, 0.5], [0.6, -1.3, -0.2], [-2.2, -1.4, -1.1]]
}

***

No. 3
{
  "formula": "C7H8O2",
  "method": "wB97M-V/def2-TZVPD",
  "fmax_ev_per_a": 5.3,
  "homo_ev": -9.92,
  "orbital_gap_ev": 10.55,
  "relative_energy_kj_mol": 515.4,
  "elements": ["C", "C", "C", "C", "C", "C", "C", "H", "H", "H", "H", "H", "H", "H", "H", "O", "O"],
  "positions_angstrom": [[0.86170, 1.99850, 0.19610], [0.30026, 0.62396, 0.28480], [1.10310, -0.78622, 0.63141], [-0.02257, -1.28147, -0.40383], [0.13315, 0.02286, -1.09592], [-1.42080, -0.98269, 0.23483], [-1.27806, 0.36695, 0.85439], [1.96046, 1.88499, -0.19365], [1.26980, -1.10942, 1.64968], [2.07207, -0.91896, 0.19016], [-0.02089, -2.29393, -1.17843], [1.15152, -0.23893, -1.71884], [-0.60174, 0.67383, -1.63613], [-2.28774, -1.31005, -0.29998], [-1.97832, 1.08758, 0.57249], [0.20609, 3.06427, 0.20190], [-1.44805, -0.80127, 1.71103]],
  "forces_ev_per_angstrom": [[-0.3, 2.0, -1.0], [-0.3, -1.0, 2.3], [-2.0, 1.0, -0.8], [-2.1, -3.5, -0.6], [2.7, 1.0, -2.9], [1.6, 0.3, 1.9], [3.8, -3.1, -2.0], [-1.3, 0.9, 0.8], [-1.0, -0.2, 0.3], [0.4, 0.6, -0.8], [0.3, 2.7, 2.7], [-2.2, 1.9, 1.2], [0.3, -1.5, -0.3], [-0.6, -0.2, 0.3], [-1.3, 1.2, 0.8], [2.2, -3.3, 0.3], [-0.3, 1.1, -2.0]]
}

***

No. 4
{
  "formula": "C7H8O2",
  "method": "wB97M-V/def2-TZVPD",
  "fmax_ev_per_a": 7.9,
  "homo_ev": -9.63,
  "orbital_gap_ev": 10.53,
  "relative_energy_kj_mol": 649.3,
  "elements": ["C", "C", "C", "O", "C", "C", "O", "C", "C", "H", "H", "H", "H", "H", "H", "H", "H"],
  "positions_angstrom": [[-0.90388, 2.00628, -0.08986], [-0.16289, 0.95184, -0.30581], [1.28981, 0.75198, -0.38614], [2.17718, 0.33766, 0.73057], [1.66281, -0.65146, -0.13186], [0.13336, -1.35831, 0.40134], [-0.57508, -1.44880, -0.82663], [-0.86936, -0.40829, -0.03077], [-2.27824, -0.21692, 0.45526], [-1.84210, 1.95179, 0.13882], [-0.39624, 3.02612, -0.11281], [1.96918, 1.61294, -0.83145], [2.36983, -1.48640, -0.60931], [0.00160, -2.24159, 1.09826], [-2.59416, -1.22576, 1.23399], [-2.94442, 0.02252, -0.62739], [-2.61014, 0.77876, 1.00538]],
  "forces_ev_per_angstrom": [[6.8, 3.7, -1.6], [-1.0, -2.2, 1.5], [2.9, 1.9, -1.5], [-1.6, -0.8, 0.6], [-0.7, -2.8, 0.8], [3.2, -0.3, -0.6], [0.0, -2.0, -1.8], [-0.2, 4.1, 2.0], [-3.8, -0.8, 0.3], [-5.1, 0.1, 0.8], [-0.9, -1.3, 0.1], [-1.8, -2.2, -0.2], [-1.5, 2.4, 0.8], [0.4, 1.4, -0.8], [0.4, 3.1, -2.9], [1.5, -1.6, 3.1], [1.3, -2.7, -0.5]]
}

***

No. 5
{
  "formula": "C7H8O2",
  "method": "wB97M-V/def2-TZVPD",
  "fmax_ev_per_a": 4.3,
  "homo_ev": [-5.42, -10.04],
  "orbital_gap_ev": [6.41, 9.27],
  "spin_multiplicity": 3,
  "relative_energy_kj_mol": 165.5,
  "elements": ["C", "C", "C", "C", "C", "C", "C", "O", "O", "H", "H", "H", "H", "H", "H", "H", "H"],
  "positions_angstrom": [[-1.31072, -1.35097, 0.08541], [2.96668, -1.21455, -0.38626], [1.90673, -0.98032, 0.42755], [-2.05926, -0.17127, -0.45089], [-1.47709, 1.10097, 0.10467], [0.02934, 0.99841, -0.04618], [0.73137, -0.27279, -0.12908], [-1.43222, -2.50384, 0.22958], [0.43476, 0.36772, -1.31236], [3.91961, -1.75004, -0.18821], [2.79584, -0.79161, -1.36081], [1.84503, -1.19603, 1.44973], [-1.79536, -0.22506, -1.49500], [-3.11281, -0.28792, -0.32337], [-1.67968, 1.94067, -0.41783], [-1.81050, 1.30449, 1.22120], [0.68296, 1.84020, 0.21265]],
  "forces_ev_per_angstrom": [[-0.7, 1.1, 2.7], [0.1, -0.3, 0.0], [-1.2, 1.6, -2.6], [0.5, -0.6, -0.8], [1.2, -1.8, 3.8], [0.4, -0.7, 0.7], [1.9, 0.1, 0.7], [-0.5, -1.3, -1.0], [1.2, -0.2, 0.2], [-1.0, 0.5, 0.1], [0.5, -0.2, -0.5], [-0.1, -0.5, 1.3], [-0.4, 0.2, -0.8], [-0.8, -0.1, 0.1], [-1.5, 2.6, -1.9], [0.9, -0.5, -2.1], [-0.5, 0.0, -0.1]]
}

***

No. 6
{
  "formula": "C7H8O3",
  "method": "wB97M-V/def2-TZVPD",
  "fmax_ev_per_a": 4.0,
  "homo_ev": -9.93,
  "orbital_gap_ev": 10.44,
  "relative_energy_kj_mol": 144.8,
  "elements": ["C", "C", "C", "C", "C", "C", "C", "O", "O", "O", "H", "H", "H", "H", "H", "H", "H", "H"],
  "positions_angstrom": [[2.49867, -0.89190, 1.07731], [0.35599, 1.27229, 0.64977], [-0.92830, -0.04124, -0.68106], [-1.23401, -0.32266, 0.75664], [0.03327, 0.88428, -0.76284], [-1.07542, -1.77455, 1.04752], [0.61647, 1.52053, -1.99376], [3.51132, -1.38182, 1.22228], [1.09391, 2.18449, 0.98521], [-0.27778, 0.45250, 1.48166], [-1.41597, -0.30737, -1.53454], [-2.20908, -0.10256, 1.36326], [-1.12210, -1.93511, 2.11218], [-0.05080, -2.19453, 0.76691], [-2.02219, -2.23660, 0.65488], [-0.15445, 1.59952, -2.80992], [1.43674, 0.77366, -2.51743], [0.94374, 2.50108, -1.81806]],
  "forces_ev_per_angstrom": [[1.2, -0.6, 0.1], [1.9, 1.6, -0.9], [0.8, 2.6, 1.7], [-1.0, -0.4, 1.5], [-0.4, -0.1, 0.3], [0.6, -1.4, 0.2], [0.1, -3.3, -2.2], [-1.1, 0.5, -0.1], [-1.0, -1.2, -0.1], [0.0, 0.2, 0.4], [-1.6, -1.5, -1.8], [1.0, 0.4, -2.2], [-0.1, 0.0, 0.6], [-1.7, 0.3, -0.3], [1.4, -0.2, -0.1], [0.5, -0.2, 0.9], [-1.6, 2.2, 1.6], [1.0, 1.1, 0.3]]
}